C4H9NO | wB97M-V/def2-TZVPD

XYZ file:
```
15
Properties=species:S:1:pos:R:3:forces:R:3:mulliken_charge:R:1
C -1.95427 -0.75435 -0.34549 -0.033 0.071 -0.002 -0.95
C -0.48108 -0.94228 -0.18329 -0.204 -0.332 -0.229 -0.23
N -0.55706 0.00905 1.87215 0.359 0.574 -0.190 -0.71
C 0.11399 0.90503 1.39850 -0.170 -0.387 0.460 0.06
O 0.45079 0.75938 -0.04870 -0.070 0.031 0.003 -0.27
C 1.83092 0.85821 -0.39698 0.206 0.021 -0.037 -0.78
H -2.17532 0.26012 -0.68225 0.008 -0.032 0.015 0.27
H -2.31351 -1.43188 -1.13167 0.069 0.030 0.030 0.34
H -2.49816 -0.93317 0.58285 0.177 0.014 -0.143 0.33
H 0.06171 -0.97789 -1.12916 -0.112 -0.016 0.111 0.28
H -0.16989 -1.71609 0.50292 0.093 0.132 -0.024 0.37
H 0.56000 1.83544 1.75714 -0.098 -0.026 -0.008 0.36
H 2.19368 1.87889 -0.23157 -0.129 -0.139 -0.108 0.30
H 1.92585 0.61143 -1.45891 0.009 0.070 0.205 0.29
H 2.43873 0.17459 0.20719 -0.105 -0.011 -0.085 0.35
```
Forces are in eV/Å.

Output
LUMO energy: 0.6439 eV
ΔE to the lowest compared entry with this formula, charge and spin: 127.12 kcal per mole
HOMO energy: -7.92 eV

---

C24H26BrN3O2PdSSi | wB97M-V/def2-TZVPD

XYZ file:
```
59
Properties=species:S:1:pos:R:3:forces:R:3:lowdin_spin:R:1
Pd 0.20928 0.68000 -0.06690 0.330 0.356 -0.084 1.32
O 3.44907 3.94096 3.04638 -0.220 -0.100 -0.096 0.00
C 4.18843 3.09360 2.21724 0.043 -0.016 0.057 0.00
C 5.47892 2.76604 2.58660 0.002 0.030 -0.093 0.00
C 6.20165 1.88060 1.79985 0.020 0.017 -0.001 0.00
C 5.63468 1.33448 0.65695 0.001 0.000 0.018 0.00
C 4.32909 1.64990 0.31135 -0.015 0.032 -0.045 0.00
C 3.59169 2.52452 1.09507 0.019 -0.083 0.100 0.03
C 2.12737 2.81065 0.76630 -0.092 -0.056 0.053 0.05
O 1.64004 2.16620 -0.29904 0.088 0.084 -0.050 0.19
N 1.38910 2.45196 2.03789 -0.111 -0.002 -0.086 0.34
N 0.39306 1.64642 1.98526 0.032 -0.117 0.127 0.12
C -0.27697 1.31362 3.08510 0.023 -0.035 -0.085 0.07
C -1.33620 0.40507 3.03130 -0.055 0.001 0.070 0.07
Br -1.64586 -0.54930 1.40723 -0.247 -0.193 0.094 0.06
C -2.15844 0.04876 4.08826 0.110 0.053 -0.005 0.14
C -2.32284 0.72101 5.33163 -0.003 -0.026 -0.029 0.04
C -2.06156 2.09651 5.52811 -0.017 -0.019 0.025 0.05
C -2.21953 2.65688 6.77436 0.004 -0.009 -0.023 0.00
C -2.64116 1.86673 7.84445 0.001 -0.001 0.027 0.08
C -2.94344 0.51977 7.66366 -0.001 -0.007 -0.030 0.00
C -2.81031 -0.04528 6.41504 0.001 0.029 0.014 0.06
H 3.27199 4.77183 2.58787 0.139 0.111 0.067 0.00
H 5.90444 3.21473 3.47344 0.000 0.004 0.012 0.00
H 7.21680 1.63010 2.07542 0.003 -0.008 -0.001 0.00
H 6.21467 0.66545 0.03601 -0.003 -0.003 -0.010 0.00
H 3.86663 1.24662 -0.57917 0.004 -0.016 -0.007 0.00
H 1.95442 3.90005 0.68902 0.038 0.010 0.008 0.02
H 1.74108 2.84878 2.91677 -0.010 0.067 0.008 0.01
H 0.02616 1.70567 4.05099 -0.008 0.039 0.005 0.00
H -2.73436 -0.86192 3.96212 0.009 -0.021 0.006 0.00
H -1.81885 2.72910 4.68566 0.009 0.011 -0.018 0.00
H -2.04619 3.71368 6.92118 0.001 0.005 0.000 0.00
H -2.76295 2.31444 8.82174 -0.007 0.007 0.002 0.00
H -3.29534 -0.07449 8.49490 0.005 -0.004 0.005 0.00
H -3.04968 -1.08969 6.26117 -0.006 -0.008 -0.007 0.00
C 2.01835 -0.39981 -6.85767 -0.001 0.002 -0.007 0.00
Si 0.71432 0.03286 -5.60797 0.006 -0.031 0.028 0.01
C -0.80237 -1.03654 -5.75351 -0.053 0.030 0.050 0.01
C 0.30666 1.84575 -5.67231 0.013 0.015 -0.024 0.01
C 1.46696 -0.41503 -3.88047 0.058 -0.089 0.006 0.12
C 2.63924 -1.18607 -3.79674 -0.014 0.077 -0.020 -0.01
C 3.14797 -1.59882 -2.58242 0.014 -0.005 0.056 0.12
C 2.49361 -1.23361 -1.39540 -0.024 -0.047 -0.013 0.04
N 1.40217 -0.50706 -1.43510 -0.008 -0.042 -0.068 0.17
C 0.89673 -0.10456 -2.63680 0.007 -0.110 0.015 0.07
S -0.51749 0.81519 -2.37728 -0.104 0.067 -0.028 0.79
H 1.63585 -0.15685 -7.85150 0.010 0.009 -0.009 0.00
H 2.27307 -1.46045 -6.86916 -0.011 -0.018 0.004 0.00
H 2.93280 0.17901 -6.71408 0.010 -0.001 -0.008 0.00
H -1.25624 -0.91375 -6.73868 0.007 0.015 -0.014 0.00
H -1.55423 -0.75512 -5.01253 -0.017 -0.018 -0.008 0.00
H -0.57711 -2.09595 -5.62419 0.028 -0.008 -0.004 0.00
H -0.05507 2.06802 -6.67946 0.005 0.027 -0.003 0.00
H 1.17697 2.47818 -5.49209 0.025 -0.017 0.009 0.00
H -0.48092 2.13613 -4.97867 -0.035 0.006 0.019 0.01
H 3.15996 -1.46423 -4.70352 -0.014 -0.013 -0.011 0.00
H 4.04631 -2.19811 -2.52737 0.000 -0.002 0.000 0.01
H 2.86102 -1.53683 -0.42358 0.015 0.020 0.000 0.00
```
Forces are in eV/Å.

Output
LUMO energy (alpha / beta): -6.7796 / -8.6284 eV
Total charge: +2
Spin multiplicity: 5
HOMO energy (alpha / beta): -13.93 / -13.94 eV
⟨S²⟩: 6.099

---

C2H3N3O | wB97M-V/def2-TZVPD

XYZ file:
```
9
Properties=species:S:1:pos:R:3:forces:R:3:mulliken_charge:R:1
N 1.69215 0.18185 0.14855 0.089 -0.078 -0.096 -0.39
C 0.38755 -0.18685 0.05057 -0.013 0.000 0.098 0.50
N -0.17562 -1.32498 0.38528 0.225 0.510 -0.007 -0.43
O -1.55816 -1.03033 0.23746 0.071 0.095 -0.122 -0.13
C -1.62425 0.22046 -0.18972 0.100 0.137 -0.050 0.12
N -0.48715 0.79505 -0.36211 -0.236 0.068 0.219 -0.52
H 1.88811 1.08589 -0.24837 0.104 -0.184 0.029 0.24
H 2.45795 -0.44698 0.30932 -0.269 -0.155 -0.036 0.23
H -2.58057 0.70589 -0.33096 -0.072 -0.394 -0.035 0.39
```
Forces are in eV/Å.

Output
LUMO energy: 1.0171 eV
ΔE to the lowest compared entry with this formula, charge and spin: 26.64 kcal per mole
HOMO energy: -9.41 eV

---

C32H34N4O2PdSSi | wB97M-V/def2-TZVPD

XYZ file:
```
75
Properties=species:S:1:pos:R:3:forces:R:3:mulliken_charge:R:1
Pd 0.62291 0.43344 0.67641 0.373 -0.080 -0.592 -0.08
O 2.56661 0.15353 4.20510 -0.047 -0.026 -0.024 -0.73
C 2.06145 0.44007 3.13305 0.045 0.137 0.136 0.37
O 0.84097 0.28238 2.77355 -0.007 -0.104 -0.065 -0.35
C 2.95035 1.13692 2.09909 0.038 -0.004 0.005 0.39
C 4.23090 1.54529 2.42825 -0.013 0.006 0.001 -0.63
C 4.97745 2.23597 1.49053 0.014 -0.002 0.017 -0.33
C 4.41645 2.50344 0.25102 -0.051 0.002 -0.020 -0.91
C 3.13711 2.05165 -0.01565 0.069 0.029 0.061 -0.31
N 2.42749 1.37046 0.88630 -0.162 0.139 0.069 0.37
H 4.59190 1.30992 3.41901 0.007 0.004 0.001 0.55
H 5.97980 2.57093 1.72328 0.001 -0.001 -0.001 0.42
H 4.95327 3.05539 -0.50738 0.011 0.000 0.006 0.44
H 2.65912 2.23517 -0.96575 -0.001 0.004 -0.004 0.51
C 0.65278 0.52769 -1.37531 -0.032 -0.028 -0.026 -1.27
Si -0.05955 -1.07892 -1.94515 0.130 0.180 -0.099 -0.11
C -1.46874 -1.28950 -0.72559 -0.222 0.049 -0.025 -1.25
N -0.94715 -0.96907 0.62381 0.012 -0.239 0.514 0.90
C -2.04129 -0.49357 1.51928 -0.020 -0.069 0.037 -0.70
C -3.00989 -1.60063 1.91202 0.005 0.003 -0.016 -0.89
C -2.28072 -2.76918 2.60857 0.004 0.010 -0.001 -0.71
C -0.77090 -2.54414 2.60483 -0.001 0.016 -0.014 -1.01
C -0.28472 -2.21229 1.20506 -0.131 -0.030 0.011 -0.33
C 1.21796 -2.43970 -1.77233 0.001 0.007 0.033 0.46
C 0.93375 -3.74495 -2.18164 0.011 -0.006 -0.004 0.01
C 1.84685 -4.77268 -1.99311 -0.026 0.005 -0.011 -0.75
C 3.06958 -4.50902 -1.39114 0.013 -0.003 0.001 -0.49
C 3.37473 -3.21854 -0.98341 0.006 0.007 0.008 -0.68
C 2.45580 -2.19490 -1.17265 -0.023 -0.057 -0.026 -0.40
C -0.77259 -1.11692 -3.68338 0.025 -0.050 -0.043 0.56
C -2.05072 -0.61966 -3.95686 0.035 -0.013 -0.012 -0.21
C -2.55167 -0.58754 -5.25087 -0.006 0.005 0.020 -0.77
C -1.77752 -1.05363 -6.30371 -0.006 0.001 -0.015 -0.42
C -0.50648 -1.55131 -6.05655 0.020 -0.009 0.002 -0.69
C -0.01259 -1.58304 -4.75968 -0.041 0.022 -0.001 -0.35
H 0.10005 1.40997 -1.71993 -0.061 -0.019 0.039 0.56
H 1.66245 0.64453 -1.78114 0.031 -0.011 0.084 0.68
H -1.97055 -2.26184 -0.72425 -0.029 0.001 -0.031 0.56
H -2.23125 -0.54393 -0.97499 -0.001 -0.003 0.016 0.71
H -2.55342 0.31170 0.99852 0.012 0.023 -0.008 0.29
H -1.57604 -0.05965 2.40348 0.006 0.017 -0.011 0.41
H -3.54577 -1.95181 1.02732 -0.003 0.005 0.003 0.22
H -3.76264 -1.16078 2.56823 -0.012 -0.006 -0.006 0.47
H -2.50170 -3.70501 2.08822 -0.002 -0.006 0.013 0.31
H -2.63617 -2.89059 3.63235 0.001 -0.002 0.002 0.40
H -0.25005 -3.44617 2.93204 0.010 0.005 -0.001 0.53
H -0.47992 -1.74766 3.28964 0.005 0.000 0.011 0.32
H -0.51169 -3.04988 0.53948 -0.002 0.000 -0.004 0.50
H 0.79397 -2.08004 1.19443 0.011 0.010 -0.004 -0.11
H -0.01680 -3.96386 -2.65852 0.000 -0.005 0.000 0.42
H 1.60569 -5.77804 -2.31490 0.001 0.000 0.000 0.40
H 3.78367 -5.30877 -1.24079 -0.001 0.000 0.002 0.38
H 4.32699 -3.01069 -0.51149 -0.001 0.003 -0.001 0.42
H 2.69637 -1.19446 -0.83112 0.012 -0.001 0.002 0.28
H -2.67595 -0.25460 -3.14816 -0.013 0.003 -0.008 0.28
H -3.54671 -0.20334 -5.43780 0.000 0.000 0.001 0.41
H -2.16559 -1.03181 -7.31412 0.000 0.000 0.001 0.37
H 0.10012 -1.91826 -6.87501 -0.001 0.001 0.000 0.40
H 0.97957 -1.98212 -4.57955 0.001 -0.003 -0.010 0.36
N -2.59624 2.30995 -1.05981 0.066 0.043 0.073 -0.36
C -2.28828 3.03273 0.07173 -0.049 0.050 -0.104 0.31
N -1.45863 2.62574 0.96279 -0.006 0.051 0.014 0.29
C -1.38907 3.53359 2.01241 -0.025 -0.013 0.034 -0.74
C -0.60111 3.37767 3.14922 0.002 -0.019 -0.004 -0.22
C -0.62931 4.36617 4.11640 0.003 -0.005 -0.001 -0.79
C -1.43239 5.49918 3.96859 -0.012 0.005 -0.013 -0.44
C -2.23224 5.65989 2.84953 0.009 -0.007 0.001 -0.46
C -2.20147 4.66706 1.88039 0.014 0.009 0.008 0.53
S -3.09002 4.56586 0.38384 0.009 -0.034 -0.010 -0.33
H -1.85586 1.67035 -1.31564 -0.023 0.002 -0.019 -0.02
H -2.95682 2.83838 -1.83799 0.002 -0.009 -0.011 0.29
H -0.00361 2.48072 3.25663 0.012 0.010 0.011 0.60
H -0.02305 4.25533 5.00597 -0.001 0.001 0.000 0.43
H -1.43717 6.25907 4.73878 0.002 -0.003 0.002 0.37
H -2.86202 6.53234 2.73621 0.001 0.002 0.008 0.38
```
Forces are in eV/Å.

Output
LUMO energy: 0.3099 eV
ΔE to the lowest compared entry with this formula, charge and spin: 6.05 kcal per mole
HOMO energy: -8.23 eV